9
Properties=species:S:1:pos:R:3:mulliken_charge:R:1 method="wB97M-V/def2-TZVPD" e_lumo_ev=0.53 homo_lumo_gap_ev=10.61 largest_force_ev_per_a=0.7 charge=0 smiles="CC#CC=O"
C 0.290 0.157 1.560 -0.79
C 0.540 -0.519 0.299 0.17
C 0.336 -0.861 -0.850 -0.21
C -0.382 -0.175 -1.928 0.13
O -1.526 0.172 -1.749 -0.44
H -0.539 -0.344 2.072 0.26
H -0.056 1.139 1.230 0.25
H 1.153 0.315 2.202 0.31
H 0.184 0.117 -2.835 0.33